{"formula": "C37H108F3N9O12S", "method": "ωB97M-V/def2-TZVPD", "elements": ["C", "C", "C", "O", "C", "N", "H", "H", "H", "H", "H", "H", "H", "H", "H", "H", "H", "H", "C", "C", "C", "O", "C", "N", "H", "H", "H", "H", "H", "H", "H", "H", "H", "H", "H", "H", "C", "C", "C", "O", "C", "N", "H", "H", "H", "H", "H", "H", "H", "H", "H", "H", "H", "H", "C", "C", "C", "O", "C", "N", "H", "H", "H", "H", "H", "H", "H", "H", "H", "H", "H", "H", "C", "C", "C", "O", "C", "N", "H", "H", "H", "H", "H", "H", "H", "H", "H", "H", "H", "H", "C", "C", "C", "O", "C", "N", "H", "H", "H", "H", "H", "H", "H", "H", "H", "H", "H", "H", "C", "C", "C", "O", "C", "N", "H", "H", "H", "H", "H", "H", "H", "H", "H", "H", "H", "H", "C", "C", "C", "O", "C", "N", "H", "H", "H", "H", "H", "H", "H", "H", "H", "H", "H", "H", "C", "C", "C", "O", "C", "N", "H", "H", "H", "H", "H", "H", "H", "H", "H", "H", "H", "H", "C", "F", "F", "F", "S", "O", "O", "O"], "coordinates": [[2.697, 13.892, 9.651], [3.436, 14.947, 8.828], [2.576, 16.131, 8.225], [3.399, 16.925, 7.457], [2.860, 18.141, 6.912], [4.665, 15.484, 9.581], [4.429, 16.026, 10.399], [5.298, 14.806, 9.981], [5.236, 16.066, 8.985], [1.799, 13.641, 9.087], [2.427, 14.247, 10.646], [3.408, 13.085, 9.835], [3.809, 14.499, 7.907], [2.039, 16.589, 9.055], [1.805, 15.649, 7.624], [2.360, 18.631, 7.748], [2.126, 17.931, 6.134], [3.629, 18.782, 6.481], [1.325, 21.323, 9.896], [0.817, 20.890, 8.488], [-0.004, 19.550, 8.597], [-0.293, 19.139, 7.250], [-0.858, 17.829, 7.036], [-0.059, 22.077, 8.065], [-0.364, 22.001, 7.105], [-0.899, 21.931, 8.606], [0.339, 22.995, 8.201], [1.836, 22.286, 9.865], [1.943, 20.535, 10.326], [0.542, 21.384, 10.653], [1.623, 20.762, 7.765], [-0.907, 19.759, 9.170], [0.534, 18.778, 9.147], [-1.002, 17.603, 5.979], [-1.869, 18.032, 7.390], [-0.481, 17.001, 7.635], [2.276, 17.979, -1.896], [3.530, 18.666, -1.473], [4.123, 18.067, -0.181], [5.310, 18.777, 0.253], [5.885, 18.005, 1.403], [4.492, 18.719, -2.695], [4.158, 19.367, -3.394], [5.430, 19.025, -2.481], [4.555, 17.912, -3.299], [1.427, 17.968, -1.212], [2.442, 16.984, -2.308], [1.693, 18.593, -2.582], [3.205, 19.704, -1.403], [4.384, 17.036, -0.419], [3.388, 17.997, 0.621], [5.134, 18.062, 2.190], [6.728, 18.564, 1.811], [6.117, 16.965, 1.177], [3.879, 14.772, 4.759], [3.674, 14.116, 3.356], [4.901, 14.137, 2.478], [4.767, 13.441, 1.199], [5.967, 13.188, 0.485], [3.244, 12.649, 3.535], [3.988, 11.982, 3.685], [2.638, 12.587, 4.341], [2.802, 12.340, 2.681], [2.998, 14.905, 5.387], [4.136, 15.815, 4.572], [4.567, 14.142, 5.322], [2.835, 14.525, 2.793], [5.791, 13.781, 2.997], [5.042, 15.207, 2.329], [6.690, 12.541, 0.982], [6.399, 14.163, 0.258], [5.712, 12.672, -0.440], [2.100, 13.307, -0.783], [2.892, 12.017, -1.044], [2.149, 10.734, -1.342], [3.080, 9.759, -1.774], [2.463, 8.553, -2.197], [3.853, 12.279, -2.220], [4.574, 11.583, -2.346], [3.381, 12.462, -3.094], [4.398, 13.111, -2.042], [1.576, 13.745, -1.633], [2.664, 14.130, -0.345], [1.352, 13.134, -0.010], [3.516, 11.814, -0.174], [1.485, 11.009, -2.161], [1.556, 10.422, -0.483], [1.810, 8.698, -3.057], [1.870, 8.152, -1.375], [3.207, 7.798, -2.447], [-0.344, 21.179, -2.229], [-1.593, 20.406, -2.069], [-1.884, 19.934, -0.616], [-3.197, 19.346, -0.531], [-3.392, 18.707, 0.738], [-2.758, 21.252, -2.524], [-3.162, 21.785, -1.767], [-2.540, 21.983, -3.186], [-3.478, 20.704, -2.972], [0.503, 20.650, -1.791], [-0.308, 22.156, -1.746], [-0.136, 21.289, -3.293], [-1.639, 19.602, -2.803], [-1.762, 20.733, 0.115], [-1.191, 19.145, -0.324], [-3.563, 19.409, 1.554], [-2.487, 18.152, 0.984], [-4.275, 18.069, 0.715], [-1.407, 16.715, -5.802], [-1.584, 16.071, -4.409], [-0.579, 16.648, -3.356], [-0.988, 16.724, -1.951], [-1.527, 15.596, -1.390], [-3.044, 16.298, -3.981], [-3.293, 17.276, -3.949], [-3.568, 15.833, -4.709], [-3.470, 15.949, -3.135], [-0.560, 16.328, -6.369], [-1.335, 17.799, -5.723], [-2.313, 16.516, -6.375], [-1.510, 14.987, -4.505], [-0.212, 17.605, -3.726], [0.385, 16.146, -3.435], [-1.093, 14.637, -1.673], [-2.600, 15.427, -1.476], [-1.410, 15.532, -0.308], [-2.261, 12.832, 7.094], [-2.242, 13.079, 5.545], [-3.432, 13.970, 4.979], [-3.322, 15.233, 5.496], [-4.182, 16.182, 4.986], [-0.902, 13.707, 5.087], [-0.618, 13.514, 4.137], [-0.715, 14.668, 5.337], [-0.149, 13.234, 5.568], [-1.277, 12.724, 7.552], [-2.783, 11.935, 7.427], [-2.771, 13.608, 7.666], [-2.228, 12.086, 5.096], [-4.363, 13.517, 5.319], [-3.474, 13.948, 3.890], [-3.825, 17.132, 5.383], [-5.210, 16.060, 5.326], [-4.215, 16.295, 3.902], [3.275, 20.418, 2.594], [2.254, 21.468, 3.016], [1.341, 21.972, 1.766], [0.468, 22.991, 2.232], [-0.106, 23.721, 1.216], [1.408, 20.873, 4.153], [0.686, 21.545, 4.371], [0.939, 20.006, 3.935], [2.012, 20.777, 4.957], [3.059, 19.691, 1.811], [3.628, 19.753, 3.383], [4.187, 20.868, 2.203], [2.830, 22.302, 3.416], [0.793, 21.138, 1.327], [2.008, 22.353, 0.993], [0.703, 24.337, 0.822], [-0.880, 24.397, 1.579], [-0.592, 23.058, 0.501], [0.559, 16.731, 1.596], [1.325, 15.920, 0.928], [0.396, 17.885, 0.978], [-0.613, 16.161, 1.790], [1.352, 17.120, 3.328], [1.052, 16.003, 4.182], [2.761, 17.274, 3.000], [0.718, 18.404, 3.689]], "mulliken_charge": [-1.240, 0.184, -0.178, -0.462, -0.670, -0.160, 0.364, 0.400, 0.304, 0.287, 0.408, 0.437, -0.010, 0.505, -0.055, 0.283, 0.271, 0.363, -1.441, 0.163, -0.693, -0.187, -0.813, -0.074, 0.229, 0.425, 0.409, 0.458, 0.371, 0.434, 0.035, 0.601, 0.234, 0.040, 0.561, 0.288, -1.385, -0.138, 0.332, -0.512, -0.395, -0.171, 0.378, 0.383, 0.350, 0.205, 0.498, 0.565, 0.322, 0.526, -0.636, 0.040, 0.407, 0.159, -1.414, 1.750, -0.973, -0.133, -0.745, -0.005, 0.403, 0.280, 0.291, 0.116, 0.196, 0.671, -0.933, 0.617, -0.032, 0.355, 0.305, 0.193, -1.362, 0.683, -1.042, -0.352, -0.748, -0.247, 0.391, 0.357, 0.258, 0.458, 0.174, 0.413, 0.156, 0.470, 0.467, 0.328, 0.329, 0.279, -1.377, 0.574, 0.297, -0.483, -0.439, -0.087, 0.344, 0.386, 0.324, 0.039, 0.499, 0.483, -0.356, 0.754, -0.595, 0.364, -0.046, 0.329, -1.380, -0.147, -0.826, 0.297, -0.690, -0.173, 0.278, 0.452, 0.240, 0.391, 0.396, 0.444, 0.385, 0.471, 0.451, 0.466, 0.312, -0.273, -1.333, 0.308, -0.892, -0.179, -0.883, 0.014, 0.321, -0.096, 0.343, 0.378, 0.414, 0.323, 0.403, 0.460, 0.438, 0.226, 0.367, 0.331, -1.183, 0.120, -0.512, -0.384, -0.520, 0.298, 0.524, 0.241, 0.244, -0.054, 0.293, 0.592, 0.538, -0.062, 0.602, 0.379, 0.312, -0.007, -0.878, 0.055, -0.002, -0.226, 0.396, 0.226, 0.074, -1.075], "e_above_lowest_kcal_mol": 275.23, "orbital_gap_ev": 8.1236, "charge": 8, "lumo_energy_ev": -15.86, "total_energy_ev": -96988.4578}